Entry 1:
Density functional theory data (ωB97M-V/def2-TZVPD) for a structure of composition C31H28IN6O3S5Ti.

## Properties
HOMO, Eh: -0.373
Gap between HOMO and LUMO, Eh: 0.247
Charge: +1
M, g mol⁻¹: 867.71

Each line ends with the Löwdin charge.
Cartesian coordinates (Å):
I  2.07  2.63  4.18  0.890
Ti  -0.34  -0.45  0.27  0.508
S  1.27  -2.14  0.44  0.756
S  1.21  0.53  -2.43  0.631
S  -1.04  -2.00  -1.62  1.030
S  -1.37  -1.87  1.93  0.693
S  -1.61  1.28  1.82  1.008
O  1.13  0.27  1.61  -0.258
O  0.61  1.17  -3.55  -0.264
O  1.17  -0.91  -2.36  -0.423
N  0.29  2.73  0.56  0.027
N  1.29  -0.84  3.56  0.213
N  1.26  3.17  -1.55  0.135
N  -2.68  -0.17  -0.43  0.039
N  0.49  1.02  -0.98  -0.172
N  6.92  1.95  -1.93  0.111
C  0.43  -5.69  -2.26  -0.063
C  -2.69  -2.48  -1.08  -0.337
C  -5.01  0.20  3.74  -0.068
C  -3.29  1.02  -0.27  -0.300
C  2.82  0.97  3.07  -0.525
C  1.73  -4.65  -0.51  -0.087
C  -4.90  -1.18  3.76  -0.066
C  1.15  4.90  0.09  -0.034
C  -3.80  -1.81  3.20  -0.096
C  1.47  -5.73  -1.34  -0.060
C  -2.92  0.33  2.56  -0.505
C  0.68  2.35  -0.66  -0.458
C  -0.10  -3.48  -1.51  -0.491
C  -2.58  2.07  0.52  -0.322
C  1.68  0.08  2.70  -0.662
C  0.93  -3.51  -0.59  -0.593
C  -4.67  -0.99  -1.48  0.011
C  -4.57  1.27  -0.75  0.009
C  3.68  0.33  -1.34  -0.056
C  -0.35  -4.56  -2.36  -0.069
C  5.02  0.65  -1.22  -0.022
C  1.49  4.42  -1.16  -0.090
C  5.60  1.61  -2.06  -0.313
C  -2.80  -1.06  2.60  -0.606
C  0.52  3.99  0.92  -0.147
C  -5.26  0.25  -1.39  -0.009
C  -3.39  -1.16  -0.99  -0.331
C  -4.01  0.96  3.15  -0.084
C  3.45  1.93  -3.12  -0.060
C  2.90  0.98  -2.28  -0.311
C  4.79  2.24  -3.02  -0.018
H  -4.08  2.04  3.15  0.114
H  7.36  2.41  -2.71  0.097
H  3.28  1.36  2.17  0.061
H  -2.65  -2.97  -0.10  0.066
H  -5.68  -1.78  4.22  0.112
H  -1.89  2.65  -0.09  0.086
H  -3.16  -3.14  -1.80  0.100
H  0.48  -1.42  3.33  0.033
H  -3.71  -2.89  3.24  0.108
H  7.52  1.30  -1.45  0.096
H  1.97  5.06  -1.90  0.121
H  2.10  -6.61  -1.26  0.113
H  2.83  2.43  -3.85  0.118
H  5.63  0.14  -0.49  0.112
H  0.18  4.27  1.91  0.092
H  -6.26  0.42  -1.78  0.123
H  0.25  -6.54  -2.91  0.112
H  2.54  -4.69  0.20  0.110
H  -5.18  -1.83  -1.94  0.126
H  5.23  2.98  -3.68  0.115
H  -3.30  2.75  0.97  0.093
H  -5.86  0.69  4.19  0.110
H  3.55  0.47  3.70  0.057
H  -1.15  -4.50  -3.09  0.117
H  -5.01  2.24  -0.61  0.127
H  3.24  -0.43  -0.71  0.080
H  1.74  -0.93  4.46  0.132
H  1.34  5.91  0.39  0.106



Entry 2:
Density functional theory data (ωB97M-V/def2-TZVPD) for a cluster of 2 separate species, C2H7NO in total in a non-equilibrium geometry.

## Properties
HOMO, Eh: -0.312
Gap between HOMO and LUMO, Eh: 0.339
Charge: 0
M, g mol⁻¹: 61.08

Each line ends with the Löwdin charge.
Cartesian coordinates (Å):
O  0.78  0.75  -0.52  -0.033
N  -1.74  -0.92  -1.43  0.018
C  1.89  0.67  1.56  -0.007
C  0.78  0.75  0.83  -0.309
H  1.93  0.32  2.57  0.042
H  -1.87  -1.40  -2.32  0.029
H  -0.07  0.42  -0.86  0.047
H  2.81  0.80  0.99  0.055
H  -2.71  -0.64  -1.31  0.026
H  -0.19  0.93  1.29  0.105
H  -1.60  -1.70  -0.79  0.026



Entry 3:
Density functional theory data (ωB97M-V/def2-TZVPD) for a structure of composition C28H24EuN7O2S2 in a non-equilibrium geometry.

## Properties
Multiplicity: 7
HOMO (alpha / beta), Eh: -0.392 / -0.474
Gap between HOMO and LUMO (alpha / beta), Eh: 0.188 / 0.168
Charge: +2
M, g mol⁻¹: 706.64

Each line ends with the Löwdin charge.
Cartesian coordinates (Å):
Eu  0.88  1.12  0.85  1.955
S  -2.35  2.02  1.00  1.124
S  0.18  -1.26  0.00  0.637
O  -0.65  -0.65  1.07  -0.438
O  0.05  -0.42  -1.19  -0.325
N  1.93  -0.19  2.66  0.007
N  1.51  -2.49  2.23  0.161
N  -2.10  1.89  -1.99  0.180
N  1.37  2.01  -1.42  -0.048
N  1.70  -0.93  0.50  -0.219
N  -0.43  -6.98  -1.16  0.154
N  -0.96  2.28  0.02  -0.410
C  0.68  3.78  2.32  -0.124
C  -1.01  2.22  -1.28  -0.434
C  0.81  -3.56  -1.16  -0.056
C  2.51  2.06  -2.10  -0.122
C  -1.24  -5.04  -0.02  -0.005
C  -3.18  1.15  -1.46  -0.203
C  1.79  -1.74  4.46  -0.003
C  1.02  4.31  1.07  -0.099
C  -3.40  1.06  -0.09  -0.403
C  -1.14  -3.69  0.26  -0.052
C  -5.30  -0.34  -0.47  -0.034
C  1.48  3.17  -3.95  -0.028
C  1.75  -1.25  1.82  -0.548
C  -5.08  -0.27  -1.83  -0.021
C  2.61  2.62  -3.37  -0.039
C  1.59  2.99  3.02  -0.143
C  1.99  -0.47  3.97  -0.087
C  1.51  -2.73  3.52  -0.060
C  3.17  3.21  1.20  -0.097
C  -0.33  -5.67  -0.88  -0.297
C  -4.44  0.30  0.42  -0.070
C  0.27  3.09  -3.27  -0.006
C  2.27  4.03  0.51  -0.095
C  0.71  -4.90  -1.44  0.002
C  0.25  2.47  -2.02  -0.238
C  2.85  2.71  2.46  -0.134
C  -4.01  0.46  -2.33  0.012
C  -0.11  -2.96  -0.32  -0.328
H  1.42  -5.38  -2.10  0.122
H  3.61  2.23  3.06  0.119
H  1.38  2.71  4.05  0.115
H  1.82  -1.95  5.52  0.117
H  -4.60  0.25  1.48  0.121
H  -6.14  -0.90  -0.09  0.123
H  2.57  4.52  -0.40  0.124
H  -1.16  -7.54  -0.76  0.116
H  0.36  5.02  0.59  0.125
H  -1.84  -3.20  0.92  0.119
H  1.60  -2.96  -1.58  0.122
H  -2.04  -5.62  0.42  0.119
H  -0.62  3.52  -3.69  0.120
H  4.18  3.09  0.81  0.123
H  1.27  -3.75  3.80  0.128
H  -0.24  4.11  2.80  0.118
H  -5.75  -0.76  -2.52  0.126
H  -2.01  1.82  -3.00  0.160
H  3.38  1.64  -1.61  0.120
H  2.19  0.37  4.63  0.117
H  0.22  -7.43  -1.78  0.119
H  1.53  3.65  -4.91  0.122
H  -3.84  0.51  -3.39  0.129
H  3.56  2.62  -3.89  0.115



Entry 4:
Density functional theory data (ωB97M-V/def2-TZVPD) for a cluster of 3 separate species, C49H60BClN2O7 in total in a non-equilibrium geometry.

## Properties
HOMO, Eh: -0.363
Gap between HOMO and LUMO, Eh: 0.324
Charge: 0
M, g mol⁻¹: 835.29

Each line ends with the Löwdin charge.
Cartesian coordinates (Å):
Cl  -2.47  -1.93  5.36  0.765
O  1.24  6.08  4.59  0.100
O  -3.59  -2.56  1.57  0.150
O  -4.77  -0.49  3.01  0.114
O  -1.94  -3.07  -6.68  0.102
O  4.39  10.40  4.87  0.109
O  -3.28  0.66  4.26  0.003
O  -5.87  -4.79  -9.88  0.108
N  -2.79  -1.57  3.68  -0.245
N  -3.08  -4.10  3.44  0.124
C  -3.97  -4.25  -6.86  -0.081
C  -1.61  2.39  4.30  -0.168
C  2.30  -5.28  -0.31  -0.211
C  -1.60  -2.37  -10.79  -0.057
C  0.14  8.41  5.69  -0.002
C  3.69  9.41  4.84  -0.276
C  -2.61  -2.84  -11.62  -0.056
C  -5.08  -5.23  -4.97  -0.055
C  -0.12  2.71  4.34  -0.194
C  -1.68  -2.58  -9.42  -0.003
C  1.45  8.34  5.25  -0.081
C  3.40  -5.79  0.64  -0.248
C  3.38  6.99  4.25  -0.080
C  -2.76  -3.25  -8.88  -0.082
C  2.67  -4.02  -1.09  -0.215
C  -4.01  -4.54  -5.50  -0.001
C  -0.55  -1.44  -2.52  -0.190
C  3.88  5.79  3.78  0.002
C  -5.01  -4.68  -7.69  -0.082
C  1.96  7.06  4.69  -0.270
C  -6.09  -5.36  -7.15  -0.002
C  4.20  8.12  4.30  -0.082
C  1.13  -1.01  0.37  -0.210
C  -0.34  9.59  6.24  -0.056
C  -1.59  -0.68  -1.70  -0.205
C  2.91  0.25  1.76  -0.180
C  5.51  8.04  3.86  -0.001
C  0.49  10.70  6.35  -0.055
C  0.66  1.99  3.24  -0.209
C  -2.81  -3.49  -7.41  -0.276
C  1.80  10.64  5.89  -0.002
C  -1.39  -0.74  -0.19  -0.194
C  -1.85  0.91  4.28  -0.209
C  1.66  -3.62  -2.18  -0.194
C  2.17  2.28  3.18  -0.193
C  -4.97  -4.42  -9.16  -0.277
C  -0.09  -0.08  0.31  -0.172
C  2.28  9.46  5.34  -0.081
C  2.98  0.98  3.10  -0.207
C  6.01  6.83  3.38  -0.055
C  -3.69  -0.45  3.62  -0.546
C  1.93  -0.93  1.68  -0.191
C  -3.78  -3.72  -9.72  -0.082
C  -3.70  -3.51  -11.09  -0.002
C  -0.79  -2.96  -2.57  -0.189
C  -6.12  -5.64  -5.80  -0.055
C  0.20  -3.83  -1.80  -0.222
C  4.41  -4.75  1.11  -0.117
C  5.19  5.71  3.35  -0.051
B  -3.18  -2.74  2.87  -0.727
H  -1.39  -1.79  0.11  0.091
H  -2.03  2.85  3.41  0.124
H  -0.04  -4.87  -2.01  0.110
H  0.12  11.62  6.78  0.108
H  1.80  -0.85  -0.47  0.106
H  -0.50  7.55  5.61  0.120
H  3.92  -6.61  0.15  0.099
H  -3.06  -3.12  1.01  0.094
H  5.04  -4.39  0.30  0.067
H  0.10  0.81  -0.29  0.118
H  -4.49  -3.88  -11.73  0.120
H  2.36  2.86  2.28  0.107
H  0.03  3.78  4.21  0.098
H  1.88  -4.20  -3.08  0.114
H  -1.67  0.34  -2.05  0.109
H  5.58  4.77  2.99  0.107
H  1.39  -5.13  0.27  0.097
H  7.03  6.77  3.04  0.107
H  -3.19  -4.21  -4.87  0.111
H  -6.97  -6.17  -5.38  0.108
H  -2.21  -4.52  3.12  0.074
H  -0.90  -2.21  -8.77  0.120
H  0.31  2.45  5.30  0.120
H  2.62  0.33  3.90  0.110
H  0.44  -1.19  -2.15  0.080
H  2.94  -6.23  1.52  0.096
H  -1.43  0.44  5.17  0.098
H  5.07  -5.17  1.86  0.069
H  2.80  -3.17  -0.42  0.084
H  3.62  -4.21  -1.56  0.112
H  -6.89  -5.68  -7.80  0.121
H  -0.59  -1.06  -3.53  0.109
H  -1.42  0.49  3.38  0.101
H  -0.76  -3.27  -3.61  0.102
H  1.86  -2.58  -2.43  0.094
H  0.56  0.93  3.43  0.077
H  3.89  -3.90  1.53  0.057
H  3.90  -0.17  1.59  0.103
H  0.04  -3.70  -0.74  0.082
H  -1.36  9.65  6.59  0.108
H  -2.54  -2.69  -12.69  0.107
H  0.18  2.23  2.29  0.114
H  2.45  11.50  5.97  0.121
H  0.77  -2.03  0.28  0.084
H  2.51  -1.85  1.72  0.086
H  -2.22  -0.22  0.28  0.109
H  2.46  2.87  4.05  0.094
H  -2.06  2.86  5.16  0.119
H  -3.80  -4.65  2.98  0.072
H  6.14  8.92  3.89  0.121
H  3.24  4.92  3.75  0.093
H  2.10  -6.06  -1.04  0.110
H  1.25  -0.98  2.52  0.102
H  4.01  1.22  3.37  0.100
H  -5.11  -5.46  -3.92  0.107
H  -2.56  -1.13  -1.91  0.105
H  -0.29  0.24  1.33  0.070
H  -1.80  -3.15  -2.23  0.100
H  -0.75  -1.84  -11.21  0.107
H  2.75  0.94  0.94  0.110



Entry 5:
Density functional theory data (ωB97M-V/def2-TZVPD) for a structure of composition C19H14Cl2N2S3Tl in a non-equilibrium geometry.

## Properties
HOMO, Eh: -0.147
Gap between HOMO and LUMO, Eh: 0.236
Charge: -1
M, g mol⁻¹: 641.83

Each line ends with the Löwdin charge.
Cartesian coordinates (Å):
Tl  0.21  -0.21  1.10  0.555
Cl  -1.60  2.01  -0.31  0.637
Cl  -4.34  -2.65  -0.70  0.631
S  3.08  -0.50  0.21  0.437
S  3.68  -3.46  -0.10  0.958
S  -1.61  -1.14  -0.99  0.424
N  1.39  2.16  0.32  -0.097
N  1.30  -2.44  0.21  -0.125
C  -4.27  -0.95  -0.40  -0.708
C  -3.02  -0.30  -0.51  -0.799
C  1.85  2.86  1.35  -0.162
C  1.93  4.00  -1.10  -0.022
C  -0.10  -4.45  0.13  -0.022
C  -5.41  1.05  0.23  -0.118
C  2.34  4.76  -0.02  -0.276
C  2.28  -5.91  -0.15  -0.122
C  2.30  -4.53  -0.06  -0.491
C  2.55  -2.08  0.12  -1.217
C  2.33  4.16  1.23  -0.025
C  -0.12  -5.83  0.04  -0.106
C  1.06  -6.56  -0.09  -0.125
C  -5.43  -0.31  -0.05  -0.145
C  1.12  -3.78  0.10  -0.327
C  -3.07  1.08  -0.22  -0.675
C  1.47  2.71  -0.89  -0.178
C  2.77  6.19  -0.20  -0.053
C  -4.22  1.74  0.15  -0.142
H  3.00  6.66  0.76  0.071
H  -6.32  1.56  0.51  0.089
H  -1.02  -3.88  0.20  0.081
H  3.66  6.25  -0.83  0.081
H  1.02  -7.64  -0.15  0.088
H  -4.17  2.80  0.36  0.093
H  3.20  -6.47  -0.26  0.096
H  1.82  2.36  2.31  0.097
H  1.98  6.76  -0.68  0.081
H  2.68  4.68  2.11  0.105
H  1.95  4.41  -2.10  0.111
H  -1.06  -6.35  0.08  0.093
H  1.14  2.10  -1.71  0.112
H  -6.35  -0.88  0.01  0.091



Entry 6:
Density functional theory data (ωB97M-V/def2-TZVPD) for the molecule C23H23N3O3 in a non-equilibrium geometry.

## Properties
HOMO, Eh: -0.313
Gap between HOMO and LUMO, Eh: 0.291
Charge: 0
M, g mol⁻¹: 389.45

Each line ends with the Löwdin charge.
Cartesian coordinates (Å):
O  1.28  -0.93  2.27  0.077
O  -0.06  -3.28  -1.48  0.064
O  0.30  -5.37  -1.25  0.088
N  1.25  -1.67  0.11  0.136
N  0.63  -4.21  -1.10  -0.335
N  -0.39  0.19  -0.67  -0.162
C  -4.83  -0.14  0.79  -0.082
C  -0.39  -0.06  0.75  -0.082
C  -0.43  3.42  -1.71  -0.066
C  0.24  2.62  -0.79  -0.219
C  4.02  -4.82  0.18  -0.063
C  0.56  3.15  0.46  -0.045
C  0.57  1.19  -1.12  -0.128
C  -0.48  5.23  -0.13  -0.090
C  2.79  -5.00  -0.41  -0.002
C  0.20  4.45  0.78  -0.075
C  -3.77  -0.44  -0.05  -0.050
C  1.88  -3.95  -0.46  -0.078
C  3.47  -2.51  0.66  -0.181
C  0.82  -0.91  1.15  -0.437
C  -2.87  0.54  -0.44  -0.224
C  -1.70  0.18  -1.32  -0.115
C  -4.10  2.14  0.87  -0.073
C  -5.00  1.16  1.25  -0.091
C  3.90  -1.17  1.16  -0.033
C  4.35  -3.58  0.69  -0.023
C  -0.79  4.72  -1.38  -0.086
C  2.19  -2.69  0.11  -0.094
C  -3.05  1.84  0.03  -0.025
H  5.33  -3.43  1.12  0.115
H  -1.67  0.86  -2.17  0.121
H  -0.67  3.03  -2.69  0.112
H  3.42  -0.94  2.11  0.075
H  2.51  -5.94  -0.86  0.118
H  0.67  1.07  -2.20  0.130
H  -4.23  3.16  1.22  0.103
H  4.73  -5.63  0.21  0.107
H  -1.30  5.33  -2.11  0.104
H  4.98  -1.15  1.29  0.081
H  -1.86  -0.84  -1.72  0.118
H  -0.41  0.84  1.37  0.127
H  -3.64  -1.45  -0.40  0.113
H  -2.36  2.62  -0.27  0.093
H  0.60  -1.67  -0.68  0.118
H  -0.76  6.24  0.12  0.101
H  3.62  -0.39  0.45  0.083
H  -1.27  -0.65  1.01  0.141
H  0.45  4.85  1.75  0.104
H  1.11  2.56  1.17  0.113
H  -5.52  -0.91  1.08  0.102
H  -5.82  1.40  1.90  0.100
H  1.53  0.93  -0.66  0.119